Entry 1:
The following is a DFT calculation (ωB97M-V/def2-TZVPD) of 8 unconnected molecules or ions with the total composition C32H88N8O8.

Values from the calculation:
F_max ... 2.67 eV Å⁻¹
M ... 713.104 g/mol
Relative energy (zero: lowest compared OMol25 entry of this formula, charge and spin) ... 6.572 eV
HOMO energy ... -0.3236 Ha

Positions of all 136 atoms, in Å:
C: -12.3470 14.2822 1.0732
O: -11.8834 13.6719 2.2693
C: -12.9294 13.5725 3.2061
C: -13.9708 12.4776 2.8928
C: -15.1776 12.4364 3.8260
N: -13.3237 11.1704 3.0333
H: -13.2309 13.8603 0.5949
H: -11.5646 14.2422 0.3153
H: -12.5418 15.3454 1.2140
H: -12.5235 13.3318 4.1887
H: -13.3539 14.5192 3.5401
H: -14.1655 12.5789 1.8251
H: -15.8104 11.6249 3.4665
H: -15.8070 13.3234 3.7529
H: -14.8663 12.2232 4.8486
H: -12.4320 11.5626 2.7666
H: -13.1001 11.0319 4.0085
C: -9.3206 17.8594 6.1775
O: -7.8890 17.7644 6.2301
C: -7.4004 17.2829 7.4561
C: -7.7100 15.7220 7.5982
C: -7.2693 15.0603 8.8752
N: -7.2365 15.0661 6.3463
H: -9.7101 18.3314 5.2755
H: -9.6852 18.6478 6.8358
H: -9.9598 16.9948 6.3563
H: -6.3203 17.4278 7.4769
H: -7.8387 17.8347 8.2877
H: -8.7885 15.7109 7.7555
H: -7.7631 15.4706 9.7561
H: -6.1897 15.0699 9.0257
H: -7.5201 14.0049 8.9815
H: -6.2626 15.2040 6.1168
H: -7.5783 15.6849 5.6248
C: -6.2461 6.1719 4.8003
O: -7.6419 6.2312 5.1027
C: -8.0068 7.3014 6.0671
C: -7.8394 8.6722 5.4271
C: -6.4670 9.3908 5.4821
N: -8.6600 9.7273 5.9972
H: -5.6043 6.3082 5.6706
H: -5.9202 6.9145 4.0720
H: -5.9139 5.2602 4.3038
H: -9.0821 7.2011 6.2144
H: -7.5237 7.2372 7.0421
H: -8.0687 8.6100 4.3633
H: -6.1713 9.7167 6.4793
H: -6.6590 10.2968 4.9074
H: -5.7070 8.8678 4.9016
H: -8.1387 10.5922 5.9781
H: -8.9833 9.6052 6.9462
C: -22.5367 12.1666 9.3893
O: -22.7373 11.3516 8.2137
C: -21.9119 11.7899 7.1145
C: -22.5973 11.3314 5.8080
C: -22.9659 9.8143 5.7980
N: -21.7054 11.5193 4.5798
H: -21.6750 11.8040 9.9499
H: -23.4242 11.9265 9.9748
H: -22.6601 13.2453 9.2934
H: -21.8921 12.8797 7.1089
H: -20.8918 11.4059 7.1121
H: -23.3662 12.0624 5.5581
H: -23.4376 9.5392 4.8546
H: -23.5839 9.5150 6.6445
H: -22.1148 9.1333 5.7925
H: -22.2749 11.4157 3.7521
H: -20.9820 10.8148 4.6009
C: -13.6667 23.0178 -5.5902
O: -13.5218 22.0121 -4.5872
C: -12.3839 21.0900 -4.9093
C: -12.4529 19.9124 -3.8349
C: -13.7925 19.0728 -3.7089
N: -12.0226 20.5256 -2.5855
H: -13.7829 22.6594 -6.6130
H: -12.8124 23.6707 -5.7692
H: -14.4768 23.6927 -5.3138
H: -12.3620 20.6328 -5.8985
H: -11.4287 21.6116 -4.8494
H: -11.6260 19.2230 -4.0052
H: -14.0135 18.5257 -4.6254
H: -14.5634 19.7946 -3.4393
H: -13.5870 18.2440 -3.0315
H: -11.2691 21.1801 -2.7401
H: -12.7801 21.1208 -2.2821
C: -17.3787 16.3625 13.2382
O: -16.9028 15.3652 12.3488
C: -15.7693 15.8088 11.5153
C: -15.4323 14.7818 10.4686
C: -14.2882 15.2588 9.5270
N: -16.5132 14.3366 9.6155
H: -17.5146 17.2838 12.6719
H: -16.6338 16.5278 14.0167
H: -18.2572 15.9729 13.7525
H: -15.9464 16.7112 10.9302
H: -14.9438 16.0877 12.1703
H: -15.1627 13.8926 11.0384
H: -14.6823 16.0193 8.8529
H: -14.0765 14.4057 8.8825
H: -13.3326 15.3822 10.0365
H: -17.1803 13.7894 10.1406
H: -17.0085 14.9803 9.0151
C: -16.7907 12.4363 -4.3191
O: -16.8077 11.0281 -4.0996
C: -17.0713 10.6013 -2.7233
C: -16.3483 9.2340 -2.4895
C: -16.8304 8.1791 -3.4201
N: -16.3182 8.8985 -1.0593
H: -15.9031 12.8546 -3.8445
H: -17.6382 12.9613 -3.8784
H: -16.7367 12.5519 -5.4016
H: -16.6216 11.3142 -2.0323
H: -18.1162 10.4177 -2.4730
H: -15.2933 9.3077 -2.7535
H: -16.4669 8.3005 -4.4405
H: -17.9160 8.0835 -3.3963
H: -16.5039 7.2007 -3.0676
H: -15.9164 9.6289 -0.4890
H: -15.6716 8.1313 -0.9432
C: -15.2891 21.5043 2.6754
O: -15.9130 20.1856 2.6827
C: -16.6300 19.8155 3.8547
C: -17.0590 18.3296 3.6616
C: -18.1123 17.9680 2.5320
N: -17.6188 17.9096 4.9019
H: -15.9783 22.2798 3.0095
H: -14.8233 21.7908 1.7325
H: -14.6027 21.5580 3.5204
H: -16.0690 20.0480 4.7599
H: -17.5129 20.4530 3.9016
H: -16.1341 17.7729 3.5107
H: -19.0908 18.4156 2.7060
H: -18.1344 16.8896 2.3746
H: -17.6819 18.2546 1.5725
H: -18.3104 17.2251 4.6314
H: -18.0498 18.6781 5.3957

Atomic partial charges in e from the Mulliken method, atoms 1 to 99: -0.67, -0.34, -0.87, 0.69, -1.46, -0.76, 0.26, 0.27, 0.30, 0.37, 0.37, 0.15, 0.39, 0.35, 0.32, 0.31, 0.31, -0.79, -0.37, -0.63, 0.59, -1.54, -0.64, 0.33, 0.35, 0.30, 0.34, 0.34, 0.12, 0.36, 0.33, 0.35, 0.26, 0.31, -0.72, -0.37, -0.63, 0.63, -1.43, -0.65, 0.34, 0.22, 0.29, 0.33, 0.36, 0.14, 0.31, 0.42, 0.36, 0.19, 0.22, -0.79, -0.31, -0.49, 0.28, -1.31, -0.71, 0.28, 0.28, 0.34, 0.33, 0.27, 0.26, 0.40, 0.30, 0.34, 0.25, 0.28, -0.82, -0.27, -0.76, 0.22, -1.19, -0.72, 0.32, 0.32, 0.26, 0.37, 0.42, 0.35, 0.32, 0.30, 0.33, 0.24, 0.29, -0.70, -0.30, -0.69, 0.34, -1.40, -0.60, 0.31, 0.27, 0.24, 0.34, 0.38, 0.31, 0.35, 0.34

Entry 2:
The following is a DFT calculation (ωB97M-V/def2-TZVPD) of a molecular structure, C32H88N9NaO11.

Values from the calculation:
F_max ... 2.08 eV Å⁻¹
M ... 798.098 g/mol
HOMO energy ... -0.3193 Ha

Positions of all 141 atoms, in Å:
Na: -2.6674 1.3820 -1.5473
N: 0.0632 0.1942 0.1747
O: 0.7198 -0.8019 0.5067
O: -0.6249 0.1706 -0.8776
O: 0.0473 1.2293 0.8856
C: 5.5056 -1.6282 0.8320
C: 4.5847 -1.6172 -0.3995
C: 3.8152 -2.9054 -0.5965
O: 4.6368 -4.0209 -0.8594
C: 4.9433 -4.8222 0.2597
N: 3.7384 -0.4287 -0.2111
H: 6.1503 -0.7500 0.7709
H: 6.2713 -2.4113 0.8372
H: 4.8850 -1.7146 1.7213
H: 5.2494 -1.3848 -1.2316
H: 3.1687 -2.8193 -1.4785
H: 3.1204 -3.0621 0.2441
H: 4.2191 -5.6432 0.3677
H: 4.9222 -4.2482 1.1854
H: 5.9149 -5.2835 0.0877
H: 3.0903 -0.5939 0.5636
H: 3.0735 -0.3945 -0.9847
C: -1.3705 -3.5733 1.6828
C: -1.9616 -3.2483 0.3081
C: -1.1227 -3.8800 -0.7543
O: -1.6195 -3.5540 -2.0346
C: -0.8674 -4.1677 -3.0570
N: -3.3466 -3.7578 0.2694
H: -0.3963 -3.1207 1.8647
H: -1.1805 -4.6561 1.7329
H: -2.0877 -3.3433 2.4709
H: -1.9614 -2.1581 0.2329
H: -1.1506 -4.9773 -0.6306
H: -0.0637 -3.5976 -0.6670
H: 0.1932 -3.8893 -2.9715
H: -1.2339 -3.8007 -4.0116
H: -0.9206 -5.2588 -2.9761
H: -3.5388 -4.3039 1.0967
H: -3.4738 -4.3303 -0.5558
C: 2.2047 -1.5200 -4.6639
C: 2.0543 -0.5436 -3.5064
C: 3.1470 0.4963 -3.5204
O: 4.3796 -0.1463 -3.2702
C: 5.4793 0.6662 -3.6086
N: 0.7572 0.1907 -3.6164
H: 2.9989 -2.2413 -4.4455
H: 2.4903 -1.0452 -5.6068
H: 1.3058 -2.1087 -4.8608
H: 2.0663 -1.1564 -2.5963
H: 2.9862 1.2304 -2.7154
H: 3.1472 0.9783 -4.5038
H: 6.3852 0.0809 -3.4325
H: 5.5697 1.5212 -2.9257
H: 5.4465 0.9579 -4.6609
H: 0.7880 0.7680 -2.7702
H: 0.0062 -0.4496 -3.3631
C: -3.7887 -0.2710 2.2615
C: -3.7448 1.2382 2.1105
C: -3.3476 1.9199 3.4041
O: -3.1081 3.2899 3.1519
C: -3.2378 4.1124 4.2833
N: -2.8528 1.6015 1.0020
H: -3.7883 -0.7917 1.3006
H: -4.6769 -0.6315 2.7892
H: -2.9294 -0.6916 2.8015
H: -4.7635 1.5308 1.8288
H: -2.4139 1.4621 3.7738
H: -4.0964 1.7933 4.1968
H: -2.4501 3.8975 5.0105
H: -4.2312 4.0208 4.7426
H: -3.1776 5.1450 3.9393
H: -2.8027 2.6169 1.0482
H: -1.8976 1.2908 1.1733
C: 4.4415 3.9990 0.2019
C: 3.4538 2.8489 0.3501
C: 3.3871 2.3494 1.7957
O: 2.7992 3.3131 2.6108
C: 2.1900 2.7776 3.7384
N: 2.0972 3.3154 -0.0655
H: 4.3761 4.4412 -0.7919
H: 5.4527 3.6564 0.4348
H: 4.2535 4.7949 0.9313
H: 3.7112 2.0826 -0.3749
H: 4.3634 1.9992 2.1677
H: 2.8065 1.4132 1.7417
H: 1.3585 2.0976 3.5231
H: 1.8762 3.5949 4.3910
H: 2.8829 2.2065 4.3877
H: 1.4412 2.5642 0.1518
H: 1.8768 4.0229 0.6355
C: -0.2448 -3.6085 5.4499
C: -0.0996 -2.0946 5.5215
C: 0.6931 -1.5174 4.3764
O: 2.0839 -1.7561 4.5692
C: 2.8057 -1.2602 3.4846
N: -1.3985 -1.4093 5.5322
H: -0.9635 -3.9293 6.2093
H: 0.6783 -4.1587 5.6376
H: -0.6392 -3.9154 4.4765
H: 0.3911 -1.8354 6.4642
H: 0.5374 -0.4326 4.2996
H: 0.3861 -1.9685 3.4206
H: 2.5525 -1.7657 2.5319
H: 3.8647 -1.5016 3.5664
H: 2.6196 -0.1945 3.3165
H: -1.7873 -1.3033 4.6031
H: -2.0819 -1.8717 6.1146
C: -4.4421 -2.3865 -3.6185
C: -4.0579 -1.0067 -3.0931
C: -5.3442 -0.2034 -2.9084
O: -5.0840 1.1875 -2.7930
C: -6.1734 1.9007 -2.2475
N: -3.3375 -1.0146 -1.8283
H: -3.5786 -3.0170 -3.8140
H: -5.0713 -2.2920 -4.5063
H: -5.0554 -2.9094 -2.8764
H: -3.5023 -0.4062 -3.8238
H: -5.8594 -0.5447 -1.9965
H: -6.0293 -0.3584 -3.7502
H: -5.7879 2.8544 -1.8899
H: -6.5465 1.3531 -1.3726
H: -6.9877 2.0671 -2.9564
H: -2.4792 -1.5681 -1.8631
H: -3.8044 -1.6234 -1.1462
C: 0.7096 4.0314 -2.9517
C: -0.5512 3.4013 -2.3553
C: -1.4770 4.4606 -1.7956
O: -2.5537 3.8638 -1.0969
C: -3.4445 4.8241 -0.5602
N: -1.2894 2.5870 -3.3700
H: 0.4681 4.5242 -3.8974
H: 1.4306 3.2292 -3.1166
H: 1.2089 4.7219 -2.2750
H: -0.2586 2.7346 -1.5381
H: -1.9069 5.0277 -2.6395
H: -0.8893 5.1417 -1.1704
H: -2.9645 5.3643 0.2606
H: -4.3165 4.2965 -0.1739
H: -3.7903 5.5089 -1.3425
H: -1.4419 3.2807 -4.1044
H: -0.5876 1.9742 -3.7931

Atomic partial charges in e from the Mulliken method, atoms 1 to 99: 0.31, 0.25, -0.04, 0.39, -1.03, -1.43, 0.86, 0.07, -0.44, -0.70, 0.53, 0.39, 0.46, 0.03, 0.22, -0.18, 0.14, 0.25, 0.31, 0.25, -0.46, -0.52, -1.62, 2.68, -1.01, 0.08, -0.82, -0.56, -0.32, 0.44, 0.61, -1.45, 0.41, 0.24, 0.16, 0.30, 0.31, 0.27, 0.30, -1.77, 1.71, -0.46, -0.18, -0.88, -0.45, 0.38, 0.36, 0.39, -0.40, -0.29, 0.73, 0.28, 0.28, 0.37, -0.29, 0.06, -0.72, 0.38, -0.81, -0.20, -0.89, 0.72, 0.01, 0.57, -0.28, 0.25, 0.19, 0.47, 0.30, 0.35, 0.24, 0.04, -0.53, -1.95, 1.05, 0.24, -0.40, -0.70, -0.16, 0.42, 0.40, 0.36, -0.29, 0.63, -0.53, 0.14, 0.35, 0.31, -0.32, 0.36, -1.16, 0.43, 0.66, -0.53, -0.30, -0.65, 0.41, 0.35, 0.07

Entry 3:
The following is a DFT calculation (ωB97M-V/def2-TZVPD) of 10 unconnected molecules or ions with the total composition C32H90N6O10.

Values from the calculation:
F_max ... 2.00 eV Å⁻¹
M ... 719.104 g/mol
Relative energy (zero: lowest compared OMol25 entry of this formula, charge and spin) ... 0.000 eV
HOMO energy ... -0.3399 Ha

Positions of all 138 atoms, in Å:
C: 5.0010 3.3081 4.6838
O: 4.1798 2.1722 4.9192
C: 3.1427 2.0551 3.9821
C: 2.0830 1.0564 4.4380
C: 0.8913 0.9860 3.4935
N: 1.6036 1.4405 5.7882
H: 4.3590 4.1947 4.7585
H: 5.5254 3.2822 3.7262
H: 5.6839 3.3184 5.5318
H: 2.6329 3.0002 3.7510
H: 3.5494 1.7064 3.0227
H: 2.5200 0.0498 4.4904
H: 0.2239 0.1816 3.7947
H: 1.2136 0.8038 2.4628
H: 0.3866 1.9533 3.4772
H: 1.5059 0.5676 6.3019
H: 2.3924 1.8804 6.2632
C: -1.6920 -3.7763 -6.4196
O: -2.0807 -2.6430 -5.6769
C: -2.2720 -2.9618 -4.3134
C: -2.8646 -1.7866 -3.5432
C: -2.6916 -1.9056 -2.0220
N: -4.2875 -1.5587 -3.8174
H: -2.5434 -4.4454 -6.5889
H: -0.9345 -4.3676 -5.8914
H: -1.2822 -3.4345 -7.3668
H: -2.9219 -3.8336 -4.1862
H: -1.2739 -3.1217 -3.8828
H: -2.2857 -0.8825 -3.7526
H: -1.6333 -1.9844 -1.7779
H: -3.2046 -2.7298 -1.5156
H: -3.1755 -1.0120 -1.6318
H: -4.8721 -2.3158 -3.4810
H: -4.4617 -1.4647 -4.8119
C: -0.5679 -2.2216 1.6029
O: -0.8472 -1.1407 0.7328
C: 0.3257 -0.6343 0.1230
C: 0.2126 0.8317 -0.2116
C: -0.8935 1.1155 -1.2451
N: 1.4462 1.3043 -0.8288
H: 0.0763 -3.0021 1.1888
H: -1.5238 -2.6698 1.8686
H: -0.0689 -1.7689 2.4673
H: 1.2043 -0.8206 0.7568
H: 0.5422 -1.1839 -0.8054
H: 0.0162 1.4270 0.6898
H: -1.8481 0.9366 -0.7397
H: -0.8835 0.4442 -2.1037
H: -0.8712 2.1592 -1.5519
H: 2.2404 1.2585 -0.1901
H: 1.3748 2.3011 -1.0646
C: -4.2266 -4.3010 0.9691
O: -4.0830 -5.4053 1.8520
C: -3.5401 -5.0700 3.0959
C: -4.4778 -4.2786 4.0104
C: -3.9915 -4.2277 5.4550
N: -5.8348 -4.8630 4.0589
H: -3.2155 -3.9907 0.6866
H: -4.7346 -3.4759 1.4732
H: -4.8017 -4.6039 0.0999
H: -3.2215 -5.9693 3.6327
H: -2.6058 -4.5031 2.9495
H: -4.5797 -3.2859 3.5657
H: -2.9012 -4.1111 5.4172
H: -4.2382 -5.1222 6.0237
H: -4.3777 -3.3787 6.0155
H: -5.7862 -5.8216 4.4157
H: -6.1151 -5.1255 3.1067
C: 4.1079 2.8567 -5.3051
O: 3.3201 3.8754 -4.7116
C: 2.8598 3.5592 -3.4053
C: 1.8612 4.6529 -3.0463
C: 2.4648 6.0374 -2.7834
N: 1.2358 4.2434 -1.7490
H: 5.0801 2.7876 -4.8058
H: 4.1900 3.1406 -6.3518
H: 3.5954 1.8921 -5.2170
H: 2.3644 2.5822 -3.4047
H: 3.7197 3.4797 -2.7256
H: 1.0719 4.7184 -3.7933
H: 3.2317 5.9803 -2.0104
H: 1.7530 6.8005 -2.4759
H: 2.9491 6.3470 -3.7162
H: 0.2957 4.6227 -1.6712
H: 1.7369 4.8147 -1.0752
C: 4.8972 -0.5926 0.1802
O: 4.1010 -1.7240 0.4626
C: 3.9995 -1.9269 1.8550
C: 3.0576 -3.0859 2.1000
C: 2.8359 -3.3545 3.6007
N: 3.6218 -4.3346 1.5587
H: 4.5670 0.2558 0.7909
H: 4.8737 -0.3385 -0.8759
H: 5.9457 -0.7720 0.4456
H: 4.9403 -2.2246 2.3398
H: 3.6650 -1.0018 2.3382
H: 2.1305 -2.9213 1.5406
H: 2.3188 -2.4883 4.0289
H: 3.7525 -3.5767 4.1371
H: 2.1259 -4.1781 3.6843
H: 3.9468 -4.1409 0.6137
H: 2.9095 -5.0499 1.5014
C: 3.9315 4.5354 0.8489
C: 2.7665 5.3214 1.4232
O: 2.1753 6.1879 0.4458
H: 3.5847 3.9795 -0.0257
H: 4.2853 3.8358 1.6031
H: 4.7485 5.1733 0.5142
H: 3.0773 5.9453 2.2722
H: 2.0233 4.6475 1.8707
H: 1.6778 6.8004 0.9976
C: 1.4030 -1.2470 -5.4565
C: 0.8680 -0.4747 -4.2603
O: 1.9958 0.0120 -3.5322
H: 2.0949 -1.9791 -5.0287
H: 2.0600 -0.6455 -6.0853
H: 0.6128 -1.7569 -6.0041
H: 0.2972 -1.1764 -3.6409
H: 0.2290 0.3713 -4.5328
H: 1.7513 0.0792 -2.5925
C: -3.1958 0.3963 2.8046
C: -3.9643 0.1861 1.5298
O: -5.3069 0.6043 1.8099
H: -3.1119 1.4171 3.1910
H: -2.1853 -0.0062 2.7343
H: -3.7683 -0.0281 3.6356
H: -3.8772 -0.8651 1.2394
H: -3.6139 0.7834 0.6847
H: -5.9185 0.2349 1.1651
C: -4.9686 2.9194 -1.9455
C: -4.7472 1.7017 -2.8252
O: -5.1994 0.5580 -2.1156
H: -4.4460 2.8827 -0.9902
H: -6.0302 3.0950 -1.7608
H: -4.6270 3.8230 -2.4637
H: -3.6663 1.5939 -2.9814
H: -5.3127 1.8508 -3.7513
H: -4.7903 -0.2273 -2.5541

Atomic partial charges in e from the Mulliken method, atoms 1 to 99: -0.71, -0.42, -0.38, 0.99, -0.93, -0.82, 0.32, 0.23, 0.29, 0.29, 0.01, 0.05, 0.19, -0.17, 0.39, 0.31, 0.33, -0.90, -0.34, -1.05, 1.00, -0.44, -0.55, 0.37, 0.35, 0.26, 0.42, 0.42, -0.11, -0.02, 0.43, -0.18, 0.28, 0.24, -0.57, 0.64, 0.63, 0.40, -0.01, 0.10, 0.38, -0.18, 0.14, -0.97, 0.12, 0.08, -0.45, -0.50, 0.55, -0.04, 0.00, -0.41, -0.47, -0.42, 0.70, -1.38, -0.76, 0.11, 0.26, 0.34, 0.38, 0.07, 0.02, 0.34, 0.35, 0.35, 0.28, 0.29, -0.54, -0.38, 0.22, 0.23, -1.41, -0.32, 0.29, 0.27, 0.10, -0.26, 0.27, 0.34, 0.33, 0.36, 0.38, 0.28, -0.34, -0.51, -0.36, -0.56, 1.24, -1.37, -0.81, 0.02, 0.25, 0.33, 0.64, -0.16, -0.34, 0.20, 0.37

Number 2 is which compound?
C32H88N9NaO11

What is the formula in the first record?
C32H88N8O8